No. 1
Formula: C18H23NO4
Source: the OMol25 dataset
Level of theory: the ωB97M-V functional and the def2-TZVPD basis

XYZ file:
```
46
Properties=species:S:1:pos:R:3
O -2.29285 1.31188 2.52247
O -1.32552 -0.97691 1.60031
O -1.52472 -3.27339 1.53137
O 0.14912 -1.95148 3.69140
C -1.38828 2.49610 0.83681
C -1.56313 1.28603 1.44472
C -1.01191 0.14061 0.93499
C -0.59045 2.59952 -0.20229
C -0.04736 0.29115 -0.04321
C 0.24069 1.49686 -0.63330
N 0.43930 2.40386 -2.97250
C -2.86726 -3.21687 0.94820
C -0.61032 3.87274 -1.07720
C -0.02162 3.74801 -2.50620
C 1.22558 -0.87296 -1.99444
C 2.03567 -1.25354 0.37998
C -0.13532 -2.18103 -0.10298
C 1.93036 0.43012 -2.38704
C 1.79585 -1.29448 1.92940
C 0.77972 -0.93183 -0.42888
C -0.60144 -2.20648 1.34078
C 1.18106 1.66810 -1.83715
C 0.63580 -2.27985 2.38339
H -2.40602 0.36360 2.78400
H 0.75918 -2.08120 4.33098
H -1.86442 3.31404 1.31734
H -0.45356 1.87623 -3.12346
H -3.18801 -2.20249 0.58170
H -2.82584 -3.77694 0.00889
H -3.60718 -3.62936 1.60283
H -0.00908 4.45617 -0.48739
H -1.60018 4.25033 -1.09054
H 0.77008 4.40400 -2.62997
H -0.71980 4.10093 -3.17692
H 0.25425 -1.04291 -2.56912
H 1.83314 -1.74678 -2.27408
H 2.48076 -2.19119 0.00382
H 2.65661 -0.47085 0.18600
H 0.36594 -3.17810 -0.33265
H -1.04581 -2.10379 -0.73700
H 2.09160 0.57333 -3.47712
H 2.91343 0.55366 -1.95513
H 2.69169 -1.51397 2.48237
H 1.52404 -0.35515 2.38870
H 1.86856 2.46787 -1.57551
H 1.07763 -3.37360 2.38364
```

Calculated values
Frontier orbital gap ... 8.283 eV
Energy relative to the best compared isomer or geometry (same formula, charge and spin) ... 82.4 kcal/mol
HOMO energy ... -7.56 eV

***

No. 2
Formula: C18H24AuN4S2
Source: the OMol25 dataset
Level of theory: the ωB97M-V functional and the def2-TZVPD basis

XYZ file:
```
49
Properties=species:S:1:pos:R:3
Au 1.17223 -0.39000 -0.66495
S -0.91564 -0.76944 -1.79965
C -1.98785 -0.59463 -0.51405
C -3.37705 -1.12422 -0.53594
C -4.18755 -0.98672 0.57994
C -3.64042 -0.37606 1.72341
C -2.40592 0.14463 1.64986
N -1.61650 0.10437 0.58693
H -3.80042 -1.57749 -1.38864
H -5.21328 -1.27135 0.54584
H -4.23848 -0.14683 2.59366
H -2.05219 0.68582 2.53798
C 2.87802 0.90051 1.75762
N 2.50409 -0.38526 1.28946
C 3.72497 -1.17104 0.93543
C 1.55503 -1.09595 2.22057
C 1.02796 -2.32794 1.57779
C 0.71230 -3.54070 2.24434
C 0.31272 -4.63650 1.50731
C 0.35641 -4.60087 0.10974
C 0.67562 -3.42780 -0.53196
C 0.91251 -2.29267 0.22459
H 3.48384 0.69748 2.67927
H 1.99256 1.46571 1.99065
H 3.53390 1.42224 1.07378
H 4.49058 -1.13570 1.72137
H 4.25050 -0.69028 0.10588
H 3.43415 -2.19963 0.69678
H 0.70671 -0.38076 2.45512
H 2.01838 -1.24929 3.25148
H 0.71625 -3.61773 3.34734
H 0.04368 -5.54112 2.00438
H -0.02901 -5.41813 -0.44679
H 0.61575 -3.41145 -1.65893
S 2.21312 1.42426 -1.79719
C 0.75994 2.37034 -1.98839
N -0.34660 2.28626 -1.18224
C -1.55014 3.16838 -1.31389
C -1.65295 3.63282 -2.79266
C -0.35368 4.27875 -3.16502
N 0.80166 3.36245 -2.92708
H -0.42828 1.51250 -0.53932
H -1.34107 4.07108 -0.71601
H -2.37600 2.53736 -0.84905
H -2.42454 4.38581 -2.81131
H -1.97956 2.78605 -3.46012
H -0.14473 5.18239 -2.52624
H -0.31791 4.68867 -4.14867
H 1.48689 3.25172 -3.65242
```

Calculated values
Frontier orbital gap (alpha / beta) ... 7.092 / 5.130 eV
Energy relative to the best compared isomer or geometry (same formula, charge and spin) ... 0.0 kcal/mol
Multiplicity ... 3
Net charge ... +1
Expectation value of S² ... 2.036
HOMO energy (alpha / beta) ... -9.63 / -11.13 eV

***

No. 3
Formula: C18H24BCl2F10O7Si
Source: the OMol25 dataset
Level of theory: the ωB97M-V functional and the def2-TZVPD basis

XYZ file:
```
63
Properties=species:S:1:pos:R:3
C 6.22809 -3.32872 -0.19760
C 6.13954 -1.83135 -0.79234
O 5.63735 -0.85668 0.15309
C 4.21093 -0.72407 0.04686
O 3.47191 -1.01353 1.02803
C 3.49182 -0.16716 -1.29505
C 1.89590 -0.41899 -1.24598
C 1.18208 0.67516 -0.30506
Si -0.22697 1.65250 -1.19935
C -1.33856 0.50964 -2.26701
C -2.63819 -0.04854 -1.46187
O -3.68656 -0.45462 -2.37881
C -4.43960 -1.58147 -1.87921
C -5.73543 -1.03619 -1.10939
F -5.29096 -0.44730 0.10540
F -6.24047 0.05368 -1.90832
C -6.92512 -2.10005 -0.93886
F -8.08804 -1.52024 -1.56521
F -6.66098 -3.29058 -1.69176
C -7.35375 -2.41391 0.56737
F -6.20160 -2.92359 1.23990
F -7.75937 -1.24606 1.29499
C -8.56231 -3.45769 0.72284
F -8.32331 -4.71828 0.13262
F -8.69216 -3.68954 2.14262
C -1.16342 2.63846 0.16036
Cl 0.03068 2.90226 1.57242
C -1.72597 4.02695 -0.43824
C -1.23184 5.33941 0.33160
Cl -3.58828 3.95317 -0.38495
H 6.34438 -3.36221 0.93506
H 5.31115 -3.94817 -0.52684
H 7.13990 -3.86693 -0.66203
H 7.20022 -1.52730 -1.07808
H 5.52433 -1.89802 -1.75923
H 3.77932 0.93013 -1.42510
H 3.86282 -0.70840 -2.24051
H 1.52184 -0.42051 -2.33235
H 1.69750 -1.44397 -0.75490
H 0.79402 0.19635 0.65875
H 1.94704 1.46789 0.01958
H 0.36399 2.64316 -2.13473
H -1.74255 1.13296 -3.15610
H -0.74575 -0.35133 -2.76188
H -2.25445 -0.87178 -0.77286
H -3.04975 0.86850 -0.88978
H -3.86195 -2.23670 -1.14007
H -4.67572 -2.23662 -2.78866
H -9.55140 -2.97073 0.41286
H -2.04513 2.07515 0.63532
H -1.42456 4.12884 -1.54103
H -1.56438 6.26038 -0.27627
H -0.08734 5.42798 0.41092
H -1.73166 5.40428 1.36017
B 6.41570 1.67136 4.73753
O 6.75551 0.26099 4.47588
C 7.08846 0.16315 3.19133
O 7.42245 -0.86440 2.64911
C 6.98543 1.48248 2.55617
O 7.21928 1.73680 1.39674
O 6.59010 2.37927 3.45607
F 7.29860 2.21645 5.72639
F 5.05715 1.77832 5.17938
```

Calculated values
Frontier orbital gap ... 8.245 eV
Net charge ... -1
HOMO energy ... -6.53 eV

***

No. 4
Formula: C18H24BGaIO5
Source: the OMol25 dataset
Level of theory: the ωB97M-V functional and the def2-TZVPD basis

XYZ file:
```
50
Properties=species:S:1:pos:R:3
C 3.93184 -4.39607 3.64068
C 3.21161 -3.40402 3.13207
Ga 2.32837 -1.62938 2.44556
I 1.41850 -0.41046 4.57211
B 0.88960 -2.04330 0.99183
O 1.14483 -3.18000 0.08249
C -0.48612 -1.20801 0.73139
C -0.39269 0.37576 1.02281
C 3.83354 -0.56496 1.44716
C 4.17809 0.93751 1.76131
C 5.32298 1.58970 0.85860
C 6.05696 0.79147 -0.27431
C 5.69698 -0.71010 -0.54151
C 4.58269 -1.40585 0.31158
H 4.80470 -4.99459 4.10196
H 0.94491 -2.78151 -0.81192
H -1.35082 -1.74632 1.28136
H -0.73026 -1.31918 -0.40571
H -1.47657 0.72785 1.26205
H 0.25211 0.66563 1.92691
H -0.04593 1.00877 0.12028
H 3.62973 1.54886 2.56295
H 5.60780 2.70126 1.01824
H 6.86146 1.29349 -0.93742
H 6.21881 -1.33795 -1.34392
H 4.29547 -2.51446 0.11889
O -3.54931 1.38491 1.73670
C -4.10443 0.43959 1.23614
O -4.62359 0.43774 -0.02406
C -5.30214 -0.80073 -0.25416
C -4.70420 -1.77202 0.73546
C -4.36697 -0.87860 1.90866
H -6.37356 -0.64716 -0.09082
H -5.14412 -1.12003 -1.28642
H -5.37483 -2.59529 0.98964
H -3.78416 -2.20079 0.32456
H -5.21199 -0.76780 2.59276
H -3.48294 -1.23101 2.44112
O -0.13104 0.27207 -3.14072
C -0.59299 1.37057 -3.32144
O -0.65145 1.98379 -4.53785
C -1.15507 3.31261 -4.37395
C -1.91355 3.29281 -3.06824
C -1.14041 2.27819 -2.25520
H -0.30883 4.00633 -4.35279
H -1.80023 3.56760 -5.21746
H -1.98127 4.27422 -2.59473
H -2.93251 2.92846 -3.23670
H -0.30851 2.73743 -1.71571
H -1.79048 1.73295 -1.57022
```

Calculated values
Frontier orbital gap ... 6.963 eV
Net charge ... -1
HOMO energy ... -4.73 eV

***

No. 5
Formula: C18H24Br2O6P
Source: the OMol25 dataset
Level of theory: the ωB97M-V functional and the def2-TZVPD basis

XYZ file:
```
51
Properties=species:S:1:pos:R:3
C -0.42184 0.81725 3.89162
C -1.98981 0.88397 3.47657
O -2.84176 0.30136 4.18144
O -2.32576 1.62548 2.26113
C -2.24660 0.62693 1.21267
O -3.09560 -0.28530 1.22340
C -1.10008 0.84966 0.12607
P -0.78222 -0.62754 -0.99770
C 0.31882 -1.88629 -0.06522
C 1.59291 -1.15112 0.59994
C 2.66548 -2.26018 1.09425
C 2.81465 -2.24390 2.69364
O 4.05908 -2.87429 3.13567
O 0.14691 -0.21197 -2.39867
C -0.17601 1.11651 -2.85250
O -1.27771 1.29636 -3.42203
C 0.81627 2.37857 -2.71177
C 1.14079 3.24018 -3.99329
C 2.06265 4.48316 -3.83089
C 2.67570 4.89535 -2.44005
C 2.40181 4.02978 -1.17107
C 1.46521 2.78275 -1.36700
C -2.35393 -1.49438 -1.61719
Br -3.86311 -0.25353 -1.99231
C -2.77519 -2.77701 -0.69454
C -4.37326 -2.98803 -0.59530
Br -1.80567 -4.42091 -1.31629
H -0.06776 -0.23988 3.61704
H 0.12779 1.63740 3.30743
H -0.36907 1.05008 5.00561
H -1.38247 1.79228 -0.48207
H -0.12206 1.03246 0.71896
H -0.27493 -2.54354 0.65312
H 0.74244 -2.57047 -0.89958
H 1.25950 -0.52495 1.49989
H 2.14353 -0.45760 -0.13694
H 3.68565 -2.08860 0.60569
H 2.24870 -3.27908 0.76308
H 1.96868 -2.85972 3.16460
H 2.77083 -1.15931 3.08582
H 4.76982 -2.19052 3.05142
H 0.71080 2.96266 -5.01596
H 2.31944 5.14434 -4.73452
H 3.33726 5.81255 -2.29510
H 2.80748 4.25393 -0.12949
H 1.27408 2.15782 -0.43157
H -2.06412 -1.95477 -2.64070
H -2.42134 -2.61982 0.39555
H -4.51543 -4.02139 -0.09192
H -4.77197 -2.21663 0.15959
H -4.90858 -2.97011 -1.60054
```

Calculated values
Frontier orbital gap ... 8.384 eV
Net charge ... +1
HOMO energy ... -12.14 eV

***

No. 6
Formula: C18H24BrN4NdO2S
Source: the OMol25 dataset
Level of theory: the ωB97M-V functional and the def2-TZVPD basis

XYZ file:
```
51
Properties=species:S:1:pos:R:3
Nd -0.86795 0.04784 0.31001
S -0.18266 -1.74617 2.32247
C 1.20697 -0.79249 1.79682
C 2.16153 -0.35568 2.75213
C 3.32505 0.25955 2.28354
C 3.49997 0.48725 0.93064
C 2.55313 -0.00927 0.03641
N 1.40794 -0.56742 0.46279
H 1.90929 -0.39548 3.78824
H 4.02819 0.60973 2.97879
H 4.31356 1.11357 0.53936
H 2.74240 0.08182 -1.02112
N 0.80747 -4.30340 -0.23153
C -0.20300 -3.22968 -0.77911
C 0.19035 -2.83698 -2.18337
C -0.79683 -1.82030 -2.73911
N -0.58201 -0.42856 -2.23603
C -2.23278 -2.35637 -2.62205
C -2.62341 -2.79665 -1.18858
N -2.80065 -1.58619 -0.33914
C -1.58721 -3.79332 -0.62007
H 1.75350 -4.14565 -0.62372
H 0.50626 -5.29700 -0.45128
H 0.87837 -4.11420 0.77164
H -0.00207 -2.41587 -0.07003
H 0.17870 -3.75984 -2.82531
H 1.19699 -2.38471 -2.22301
H -0.66551 -1.76846 -3.84286
H -1.12772 0.17792 -2.85127
H 0.39128 -0.14383 -2.41571
H -2.34815 -3.13073 -3.38962
H -2.89830 -1.57366 -3.01869
H -3.59291 -3.38654 -1.24090
H -3.13544 -1.93073 0.57502
H -3.65596 -1.16025 -0.74651
H -1.70053 -4.71780 -1.23779
H -1.81165 -4.05202 0.45823
Br 2.11242 7.78101 2.44116
C 0.78614 6.58645 1.80982
C 0.71730 6.11192 0.49740
C 0.07186 4.91937 0.14331
C -0.52240 4.08309 1.09035
C -0.48367 4.57312 2.42688
C 0.03454 5.84705 2.73990
C -1.04449 2.73101 0.77288
O -1.56075 1.99080 1.66601
O -0.85174 2.24348 -0.43196
H 1.24888 6.64597 -0.32218
H 0.06844 4.65143 -0.93745
H -0.83465 3.90178 3.21784
H 0.02190 6.15503 3.77679
```

Calculated values
Frontier orbital gap (alpha / beta) ... 7.278 / 7.308 eV
Multiplicity ... 4
Net charge ... +2
Expectation value of S² ... 3.754
HOMO energy (alpha / beta) ... -13.13 / -13.13 eV